# 1
{
  "formula": "C4H10F6KO2P",
  "method": "ωB97M-V with the def2-TZVPD basis set",
  "species": ["K", "P", "F", "F", "F", "F", "F", "F", "C", "O", "C", "C", "O", "C", "H", "H", "H", "H", "H", "H", "H", "H", "H", "H"],
  "xyz": [[-0.1699, 1.9710, 1.6344], [2.3233, 3.8774, -0.2501], [2.7858, 3.7917, -1.7494], [2.5065, 5.4786, -0.3760], [0.7904, 3.7964, -0.8643], [1.7132, 4.0893, 1.2860], [2.4727, 2.2503, -0.0128], [3.8626, 3.7400, 0.2784], [-2.2139, 0.2776, -0.5648], [-0.9689, 0.0839, 0.0730], [-0.0317, -0.8805, -0.4926], [-0.4387, -2.4017, -0.2633], [-0.4714, -2.7501, 1.1597], [-0.9903, -4.0162, 1.3503], [-2.1007, 0.7019, -1.5625], [-2.8114, 0.9760, 0.0211], [-2.7116, -0.6820, -0.7047], [1.0075, -0.8419, -0.1660], [0.1580, -0.6152, -1.5326], [0.1858, -3.0442, -0.8840], [-1.3970, -2.6553, -0.7167], [-0.4740, -4.7696, 0.7553], [-2.0668, -4.0600, 1.1844], [-0.9595, -4.3175, 2.3973]],
  "atomic_forces_ev_per_a": [[0.644, 0.436, -0.265], [2.359, 0.545, 0.001], [0.639, -0.892, -1.097], [-1.019, -0.296, 0.584], [0.192, -0.155, 1.513], [-0.092, -0.679, -0.767], [-2.776, -0.661, -0.302], [0.116, 1.699, 0.440], [0.269, -0.644, -0.873], [1.633, -0.427, 0.675], [-0.916, -1.523, -0.161], [-0.662, 1.072, 0.275], [0.795, 1.490, -1.773], [-0.746, -1.015, 0.551], [0.213, 0.172, -0.121], [0.043, -0.247, 0.172], [-0.353, 0.049, 0.272], [-0.304, 0.911, 1.280], [-0.739, -0.453, -0.469], [0.911, -0.043, 0.483], [-0.630, 0.427, 0.276], [-0.023, -0.138, -0.102], [-0.250, 0.075, -0.724], [0.696, 0.296, 0.133]],
  "orbital_gap_ev": 10.02,
  "fmax_ev_per_a": 2.87
}


# 2
{
  "formula": "C17H24N6O3",
  "method": "ωB97M-V with the def2-TZVPD basis set",
  "species": ["C", "C", "C", "C", "C", "C", "C", "C", "C", "C", "C", "C", "C", "C", "C", "C", "C", "H", "H", "H", "H", "H", "H", "H", "H", "H", "H", "H", "H", "H", "H", "H", "H", "H", "H", "H", "H", "H", "H", "H", "H", "N", "N", "N", "N", "N", "N", "O", "O", "O"],
  "xyz": [[-1.0886, 0.1937, 0.7346], [-0.0110, 1.1812, 1.0664], [-2.3420, 1.0345, 1.0520], [-3.6408, 0.4584, 0.9308], [-3.8643, -0.5467, -0.3154], [-6.1667, -0.3925, -1.1852], [2.0267, 2.3009, 0.1623], [2.6831, 2.5855, -1.2607], [3.0023, 1.4967, 1.0914], [2.9048, 0.0201, 0.8727], [2.4377, -0.9371, 1.7113], [3.3977, -0.7305, -0.2050], [3.5412, -2.1878, 0.1173], [4.1521, -0.2708, -1.3383], [4.1508, -2.9854, -0.7182], [4.8981, -1.1750, -2.0813], [4.8998, -2.5382, -1.7514], [-0.6094, -0.5165, 2.4728], [-0.1659, -1.3759, 1.3881], [-1.0891, 0.0184, -0.4258], [-2.2998, 1.4925, 2.0048], [-2.3600, 1.8812, 0.3485], [-4.5742, 0.9769, 1.0747], [-3.9189, -0.2268, 1.7315], [-3.1339, -1.4202, -0.1434], [-3.5612, -0.1415, -1.2250], [-5.4364, -2.2107, -0.2071], [-5.3818, 1.4070, -1.3933], [-7.7732, -1.5215, -0.8210], [-8.0563, -0.3848, -2.2610], [1.2833, 0.8798, -0.9402], [1.9241, 3.2630, 0.7072], [4.0051, 1.7068, 1.0231], [2.7593, 1.7425, 2.1840], [1.9263, -0.7854, 2.7236], [2.2181, -3.0738, 1.6505], [4.2489, 0.7702, -1.4194], [4.1258, -4.1743, -0.3521], [5.7681, -0.8962, -2.7179], [5.5764, -3.1893, -2.3639], [3.6062, 4.0232, -0.3268], [-1.0900, -1.0543, 1.5857], [-5.2945, -1.1111, -0.4600], [-6.2564, 0.9262, -1.3161], [-7.3672, -1.0728, -1.6531], [0.7981, 1.5315, 0.0072], [3.0831, -2.2205, 1.4687], [0.1461, 1.5235, 2.2041], [2.2010, 2.1385, -2.2347], [3.7168, 3.5878, -1.1973]],
  "atomic_forces_ev_per_a": [[-2.172, 0.017, -1.884], [1.553, -2.060, -1.926], [0.851, 1.820, -1.476], [-4.136, -5.078, -1.023], [-0.243, -1.743, 2.725], [-3.845, 2.788, -0.517], [1.370, 0.402, 1.205], [-0.383, 2.651, 3.109], [-2.879, -0.660, 1.625], [-1.319, -0.821, 0.913], [1.021, -0.407, 2.835], [3.743, -2.083, -2.983], [-3.021, 7.158, 2.577], [-0.654, -1.568, 1.676], [0.968, -7.296, 1.001], [1.426, -0.219, 0.269], [1.052, 0.429, -2.293], [-2.398, -1.562, -1.387], [0.842, -1.603, -1.005], [0.103, -0.225, 2.211], [0.603, 0.327, 1.186], [0.541, 0.091, 0.004], [0.166, 1.762, -0.723], [0.954, -0.551, 0.601], [-1.366, 1.068, -0.196], [0.196, 0.973, -1.725], [0.408, 3.928, -1.422], [0.776, 0.266, 0.728], [-0.491, 0.202, -0.937], [2.556, -2.200, 2.791], [-3.485, 1.559, 3.370], [-0.491, -0.296, -0.634], [2.469, 1.059, -0.692], [-0.012, -0.493, -1.574], [0.953, -0.297, -1.557], [3.643, 2.903, -0.566], [0.333, 1.183, -0.639], [0.430, 3.086, -1.314], [-1.305, 0.332, 0.063], [-0.971, 0.414, 0.830], [0.273, -0.370, -0.560], [2.354, 3.730, 2.196], [2.650, -2.922, 1.209], [0.502, -2.349, -1.297], [-0.297, 1.393, -0.393], [3.097, -0.527, -3.998], [-5.636, -3.106, -0.304], [0.534, 1.243, 1.278], [0.672, -0.485, -1.320], [-1.935, -1.862, -0.060]],
  "smiles": "[H]/N=C(/N)NCCC[C@H](N)C(=O)N[C@@H](Cc1c[nH]c2ccccc12)C(=O)O",
  "orbital_gap_ev": 8.53,
  "fmax_ev_per_a": 8.19
}


# 3
{
  "formula": "C6H36NO12",
  "method": "ωB97M-V with the def2-TZVPD basis set",
  "species": ["C", "N", "C", "C", "O", "C", "C", "C", "H", "H", "H", "H", "H", "H", "H", "H", "H", "H", "H", "H", "H", "H", "H", "H", "O", "H", "H", "O", "H", "H", "O", "H", "H", "O", "H", "H", "O", "H", "H", "O", "H", "H", "O", "H", "H", "O", "H", "H", "O", "H", "H", "O", "H", "H", "O"],
  "xyz": [[1.1482, 0.5074, 1.2511], [0.4850, -0.8156, 1.2477], [-0.3303, -1.0722, 2.4616], [-1.4393, -2.0930, 2.1706], [-2.6805, -1.5234, 1.7552], [2.5528, 0.4284, 0.5943], [2.2842, 1.8988, -1.4762], [2.5146, 0.4887, -0.9297], [0.5550, 1.2730, 0.7383], [1.2723, 0.8427, 2.2819], [-0.1269, -0.8213, 0.4363], [0.3622, -1.4728, 3.2232], [-0.7525, -0.1441, 2.8745], [-1.1171, -2.7980, 1.4043], [-1.7003, -2.6526, 3.0704], [3.1799, 1.2460, 1.0097], [2.9994, -0.5060, 0.9107], [2.3504, 1.9224, -2.5652], [1.3207, 2.3035, -1.1822], [3.0687, 2.5422, -1.0902], [1.6799, -0.1372, -1.2683], [3.4552, 0.1068, -1.3438], [0.0328, -2.9505, -1.1461], [-0.9891, -3.8870, -1.9491], [-0.7691, -2.9822, -1.7290], [-0.3663, -1.6327, -2.8780], [-0.4542, -0.1158, -2.8675], [0.1053, -0.8520, -3.2437], [-2.2800, -2.0257, -1.6270], [-2.8706, -0.7203, -0.9547], [-3.0237, -1.3954, -1.6600], [-2.6689, -0.7168, 1.1689], [-3.6001, 0.7873, 0.1281], [-2.6452, 0.6472, 0.1656], [-1.9329, 0.7834, -1.2360], [-2.3414, 0.4542, -2.7094], [-1.6501, 0.9428, -2.2290], [-0.1067, 4.1606, 1.1791], [-1.4872, 4.3048, 0.4358], [-0.9199, 4.6711, 1.1577], [1.7014, -1.1168, -2.7864], [2.9693, -0.5291, -2.0655], [2.5877, -1.3488, -2.3946], [-2.0082, 3.0218, -1.6243], [-2.4692, 2.3476, -0.3493], [-2.3657, 3.2521, -0.7511], [2.2531, -1.6850, 2.4135], [2.7786, -0.7088, 3.4233], [2.9050, -1.6223, 3.1407], [1.3715, -2.0649, 0.3479], [1.9850, -2.3365, -1.0692], [1.5278, -2.7627, -0.3049], [-2.2885, 1.5149, 1.7139], [-1.9780, 2.9812, 2.2082], [-2.0841, 2.0601, 2.5177]],
  "atomic_forces_ev_per_a": [[0.777, -0.075, -0.298], [-0.231, 0.894, 0.141], [0.123, -0.285, 0.097], [-0.832, 0.989, -0.278], [-0.120, -0.057, 0.275], [-0.156, 0.629, 0.391], [0.466, -0.167, 0.085], [-1.363, 2.233, 1.642], [-0.178, -0.097, 0.164], [-0.123, -0.046, 0.052], [-0.250, -0.089, 0.120], [-0.342, 0.033, -0.169], [-0.127, -0.182, -0.218], [0.361, -0.212, -0.033], [0.268, -0.021, 0.051], [-0.201, -0.325, -0.285], [0.254, -0.148, 0.048], [-0.134, -0.054, -0.004], [-0.141, 0.005, 0.033], [0.100, 0.359, 0.051], [0.233, 0.694, 0.712], [0.724, 1.424, 1.615], [0.068, -0.365, 0.037], [0.198, -0.214, 0.130], [-0.032, 0.147, -0.023], [0.408, 0.135, -0.308], [0.458, -0.181, -0.267], [-0.769, 0.130, 0.426], [-0.289, 0.403, 0.243], [-0.061, -0.754, -0.192], [-0.165, 0.043, -0.067], [0.766, -0.442, 0.285], [0.016, -0.016, -0.019], [-0.028, 0.171, 0.068], [0.156, 0.262, -1.231], [0.218, 0.064, 0.280], [-0.239, 0.000, 0.674], [-0.136, -0.147, -0.196], [0.574, -0.099, 0.184], [-0.439, 0.187, -0.023], [0.454, -0.140, -0.087], [-0.478, -1.723, -1.757], [-0.034, -2.588, -2.423], [-0.110, 0.073, 0.222], [-0.005, 0.473, -0.007], [0.073, -0.333, -0.061], [0.376, -0.240, 0.315], [0.153, -0.076, 0.142], [-0.464, 0.186, -0.377], [-0.200, 0.281, 0.386], [0.130, -0.071, 0.257], [0.141, -0.701, -0.878], [0.123, 0.439, 0.367], [0.006, -0.602, 0.095], [0.029, 0.198, -0.390]],
  "total_charge": -1,
  "orbital_gap_ev": 9.61,
  "fmax_ev_per_a": 3.55
}


# 4
{
  "formula": "C3H4FO2",
  "method": "ωB97M-V with the def2-TZVPD basis set",
  "species": ["C", "C", "C", "O", "O", "F", "H", "H", "H", "H"],
  "xyz": [[1.8187, -0.4130, -0.6393], [0.1114, 0.8072, 0.4656], [-1.6111, -0.0567, 0.2913], [0.2283, 1.5529, 1.3684], [0.7409, 0.3395, -0.5908], [-1.6787, -0.8135, -0.8336], [2.4845, -0.6745, 0.2257], [1.8576, -1.0382, -1.5297], [-1.8721, -0.5556, 1.1747], [-2.0797, 0.8520, 0.0677]],
  "atomic_forces_ev_per_a": [[-2.173, 0.105, 0.736], [-6.726, -1.064, 4.420], [3.061, 1.332, -2.206], [1.636, -0.311, -1.731], [5.390, -1.866, -2.703], [0.476, -0.130, 0.805], [-0.786, 0.883, -0.471], [0.253, 0.520, -0.298], [-0.008, -0.746, 1.253], [-1.123, 1.277, 0.196]],
  "total_charge": 1,
  "orbital_gap_ev": 7.32,
  "fmax_ev_per_a": 8.12
}


# 5
{
  "formula": "C5H10N",
  "method": "ωB97M-V with the def2-TZVPD basis set",
  "species": ["C", "C", "C", "C", "C", "N", "H", "H", "H", "H", "H", "H", "H", "H", "H", "H"],
  "xyz": [[2.9727, -1.0157, 2.4868], [2.2817, -0.4236, 1.5760], [-1.3978, 0.8775, -1.7341], [-2.2647, 0.9196, -2.8026], [-0.5588, -0.1778, 0.2665], [-1.7686, 0.4276, -0.5471], [3.9458, -1.5031, 2.2252], [2.5528, -1.1079, 3.5779], [-0.2990, 0.9325, -1.9582], [2.7193, -0.4071, 0.5442], [1.3014, -0.0780, 1.7903], [-1.9277, 1.4040, -3.7764], [-3.3183, 0.8174, -2.8207], [-0.6627, -1.2243, -0.0291], [-0.8925, 0.1853, 1.2622], [-2.6835, 0.3737, -0.0610]],
  "atomic_forces_ev_per_a": [[1.098, -1.832, 3.553], [0.244, 0.191, -2.812], [-0.213, -1.084, -3.949], [1.525, 2.419, -1.254], [-7.576, 2.418, -0.322], [4.565, -2.438, 4.122], [-0.911, 0.617, 0.625], [1.115, 0.070, -2.197], [-1.307, 0.338, 0.626], [-0.844, 0.308, 0.886], [-0.575, 0.670, -0.005], [0.019, -1.187, 1.300], [-0.954, -0.401, 0.691], [1.989, -0.097, -0.529], [1.229, -1.123, -0.105], [0.595, 1.130, -0.629]],
  "total_charge": 1,
  "orbital_gap_ev": 4.98,
  "fmax_ev_per_a": 7.96
}


# 6
{
  "formula": "C8H16N2O3",
  "method": "ωB97M-V with the def2-TZVPD basis set",
  "species": ["C", "C", "C", "C", "C", "C", "C", "C", "N", "N", "O", "O", "O", "H", "H", "H", "H", "H", "H", "H", "H", "H", "H", "H", "H", "H", "H", "H", "H"],
  "xyz": [[1.3527, 0.4450, -0.2748], [-0.0670, 0.5002, 0.5979], [1.3252, -1.1040, 0.2627], [-2.4846, 0.8796, 0.0855], [-0.7584, 2.6267, -0.5795], [-0.4000, -1.8407, 1.8407], [0.5408, -2.3039, -1.6031], [-1.1028, 1.1375, -0.3561], [-0.0218, -0.9140, 0.7238], [2.5795, 1.1023, 0.1673], [2.6937, 1.4314, 1.3386], [3.4687, 1.2507, -0.6601], [1.5024, -2.1502, -0.5740], [1.2116, 0.3782, -1.4222], [0.0419, 1.1217, 1.4402], [2.2070, -1.2025, 1.0392], [-3.2904, 0.9255, -0.8079], [-2.9631, 1.3904, 0.8843], [-2.4027, -0.1744, 0.3433], [-0.9429, 2.9027, -1.5415], [0.2611, 2.8147, -0.3867], [-1.2829, 3.3473, 0.0222], [0.2599, -2.6482, 1.7245], [-0.2770, -1.4921, 2.8796], [-1.4310, -2.2141, 1.6343], [-0.3675, -1.7993, -1.1476], [0.4112, -3.2776, -1.8640], [0.9900, -1.7582, -2.3964], [-1.0536, 0.6252, -1.3704]],
  "atomic_forces_ev_per_a": [[-2.096, -2.585, -0.205], [1.805, 1.528, -3.368], [1.735, 1.743, 1.210], [-2.776, -1.716, -2.388], [-0.171, -1.211, 1.959], [-1.585, 1.464, -0.919], [-0.473, 3.879, 1.960], [0.656, 0.744, -1.050], [0.455, -1.883, 1.559], [0.669, 0.663, -0.274], [-0.498, -0.319, -0.277], [-0.523, -0.194, 0.115], [0.930, -1.474, 0.181], [0.504, 0.898, 2.042], [0.222, 0.528, 1.530], [-1.877, 0.109, -0.952], [1.897, -0.016, 1.832], [0.223, 0.819, 0.921], [-0.865, -0.364, 0.226], [-0.520, 0.696, -2.873], [1.435, 0.168, 0.129], [-0.564, -0.062, 0.664], [0.803, -1.302, -0.153], [-0.187, 0.406, -0.472], [0.659, 0.293, 0.585], [0.474, -0.867, -1.391], [-0.351, -2.832, -0.410], [-0.356, 0.499, -1.362], [0.374, 0.391, 1.182]],
  "smiles": "CO[C@H]1[C@H]([N+](=O)[O-])[C@@H](C(C)C)N1C",
  "orbital_gap_ev": 9.70,
  "fmax_ev_per_a": 4.37
}